[1]
Computed, not measured: a cluster of 11 separate species, C45H115Br3N9O6 in total at a distorted geometry, with the ωB97M-V functional and the def2-TZVPD basis.

Structure (XYZ):
```
178
Properties=species:S:1:pos:R:3:mulliken_charge:R:1
C -9.2620 -3.4784 -1.6374 -1.102
C -8.2019 -3.3533 -0.5416 -0.411
N -6.9220 -3.8862 -0.9690 0.142
C -6.5829 -5.2242 -1.2039 -0.441
C -5.3377 -5.2544 -1.6984 -0.382
N -4.8520 -3.9595 -1.7449 0.170
C -5.8677 -3.1773 -1.3683 -0.188
C -3.4979 -3.5922 -2.1970 -0.542
H -9.4398 -4.4899 -2.0134 0.370
H -8.9696 -2.9899 -2.5721 0.312
H -10.2314 -3.1093 -1.3114 0.374
H -8.5233 -3.9770 0.2926 0.302
H -8.0653 -2.3234 -0.2244 0.325
H -7.2978 -6.0129 -1.0361 0.467
H -4.7363 -6.1026 -1.9806 0.448
H -5.9100 -2.1088 -1.5173 0.446
H -3.6412 -3.0823 -3.1500 0.333
H -2.8911 -4.4806 -2.3210 0.296
H -3.1218 -2.8755 -1.4670 0.160
C 8.4681 -2.3900 3.1427 -1.174
C 7.0855 -2.6029 3.7685 -0.488
C 6.3882 -1.3399 4.2871 -0.616
C 6.2348 -0.2395 3.2694 -0.269
N 5.4723 0.9589 3.7494 0.388
C 3.9986 0.5944 3.7813 -0.489
C 3.2376 1.9271 3.6753 -0.453
C 4.1464 2.8827 2.9092 -0.912
C 5.4494 2.0947 2.7266 -0.015
C 5.8919 1.5119 5.0892 -0.990
H 8.6423 -3.1226 2.3550 0.343
H 9.2788 -2.4538 3.8667 0.340
H 8.5861 -1.4203 2.6527 0.289
H 7.0464 -3.3436 4.5703 0.475
H 6.3930 -3.1070 3.0827 0.176
H 7.0076 -0.9504 5.1023 0.338
H 5.4666 -1.6925 4.7572 0.144
H 5.8676 -0.5799 2.2984 -0.257
H 7.2045 0.1920 2.9970 0.731
H 3.7271 0.0290 4.6716 0.434
H 3.7714 -0.0674 2.9431 0.164
H 3.0250 2.3027 4.6783 0.572
H 2.2692 1.7814 3.1957 0.182
H 4.2804 3.7829 3.5004 0.294
H 3.7132 3.0205 1.9256 0.277
H 6.4005 2.6191 2.8083 0.516
H 5.4611 1.6245 1.7411 -0.201
H 6.9313 1.8189 5.0452 0.330
H 5.7110 0.7042 5.7923 0.401
H 5.2076 2.3247 5.3115 0.414
C -6.2018 0.6095 -8.1470 -0.847
N -5.5812 1.4014 -7.0145 -0.053
C -5.4043 2.8096 -7.5558 -0.889
C -6.4839 1.5403 -5.8183 -0.916
C -4.2395 0.7821 -6.6184 -0.674
C -3.7771 0.8630 -5.1572 -0.413
O -3.8240 2.2106 -4.7022 -0.482
H -7.0588 1.1680 -8.5065 0.392
H -6.4877 -0.3735 -7.7814 0.379
H -5.3943 0.5242 -8.8702 0.417
H -4.7488 2.7473 -8.4215 0.435
H -4.9509 3.4316 -6.7883 0.337
H -6.3895 3.1827 -7.8156 0.424
H -7.3818 2.0899 -6.0869 0.428
H -5.9795 2.0618 -5.0090 0.353
H -6.7433 0.5628 -5.4123 0.381
H -3.5358 1.1868 -7.3464 0.347
H -4.3921 -0.2635 -6.8953 0.369
H -2.7717 0.4971 -4.9271 0.315
H -4.4247 0.2270 -4.5506 0.427
H -3.2920 2.7369 -5.3091 0.256
C -1.7169 -0.9336 -0.1105 -0.857
N -1.2415 0.4869 -0.3328 1.120
C -2.1613 1.0441 -1.4185 -0.971
C -1.4491 1.2925 0.9103 -0.891
C 0.2172 0.5380 -0.7680 -0.433
C 1.2570 0.2442 0.2773 0.115
O 1.1015 -0.9926 0.9490 -0.092
H -1.3643 -1.1788 0.8935 0.081
H -1.2449 -1.6426 -0.7814 0.397
H -2.8008 -0.9398 -0.0277 0.345
H -3.1494 1.0051 -0.9644 0.351
H -2.2539 0.4251 -2.3126 0.447
H -1.8917 2.0678 -1.6604 -0.076
H -0.9243 0.7621 1.7041 0.055
H -2.4957 1.4795 1.1294 0.372
H -0.9561 2.2480 0.7187 0.301
H 0.4191 1.4224 -1.3728 0.211
H 0.2641 -0.2524 -1.5269 0.329
H 1.3398 0.9713 1.0904 -0.013
H 2.2062 0.2774 -0.2684 -0.124
H 1.9866 -1.4220 0.9196 -0.250
C 1.1099 -1.1318 4.6150 -1.315
N -0.1933 -1.3425 5.3677 0.097
C -0.1535 -0.6725 6.7257 -0.880
C -1.3169 -0.7336 4.5930 -0.620
C -0.4217 -2.8356 5.5865 -0.562
C -0.1804 -3.6948 4.3701 -0.588
O -1.1299 -3.4565 3.3251 -0.507
H 1.1190 -0.0433 4.5544 0.561
H 0.9986 -1.5001 3.5983 0.249
H 1.8801 -1.5933 5.2218 0.444
H 0.1691 0.3507 6.5667 0.270
H 0.4797 -1.2597 7.3851 0.365
H -1.1676 -0.7569 7.1113 0.453
H -1.1767 0.3393 4.4963 0.263
H -2.2865 -1.0336 4.9826 0.529
H -1.2810 -1.1604 3.5887 0.074
H -1.3988 -2.9871 6.0501 0.497
H 0.2438 -3.1215 6.4026 0.462
H -0.1903 -4.7376 4.6958 0.516
H 0.7952 -3.5335 3.9023 0.302
H -1.1058 -4.2368 2.7605 0.335
C 2.6595 2.5865 -6.2338 -0.805
N 1.8048 1.5263 -5.5740 0.139
C 0.8404 0.9297 -6.5322 -0.837
C 2.7649 0.4458 -5.1165 -1.194
C 1.1365 2.0107 -4.3129 -0.501
C -0.1254 2.8520 -4.4846 -0.066
O 0.0195 3.9050 -5.4065 -0.525
H 3.1503 2.0752 -7.0643 0.438
H 3.3953 2.9618 -5.5317 0.352
H 2.0244 3.3204 -6.7197 0.360
H 1.3292 0.3560 -7.3171 0.396
H 0.2868 1.7492 -6.9827 0.364
H 0.1956 0.2357 -5.9948 0.316
H 3.1457 0.0523 -6.0612 0.535
H 2.2392 -0.3926 -4.6673 0.411
H 3.5691 0.8855 -4.5366 0.455
H 1.8548 2.4856 -3.6533 0.307
H 0.7393 1.0846 -3.8916 0.304
H -0.5330 3.2825 -3.5586 0.498
H -0.9085 2.1431 -4.8094 -0.364
H -0.7498 4.0063 -5.9676 0.356
C 5.2201 -1.2248 -1.9368 -0.816
N 6.7304 -1.2994 -1.7721 0.116
C 7.2115 0.1329 -1.8400 -0.715
C 7.1524 -1.9098 -0.4361 -0.834
C 7.2765 -1.9710 -3.0146 -0.346
C 7.4429 -3.4719 -2.8562 -0.618
O 8.7124 -3.7463 -2.3056 -0.502
H 4.7365 -0.7636 -1.0794 0.151
H 4.9144 -2.2663 -2.0353 0.459
H 4.9792 -0.6628 -2.8333 0.267
H 6.7542 0.7329 -1.0553 0.109
H 6.8153 0.5495 -2.7648 0.383
H 8.2964 0.0863 -1.8651 0.442
H 8.2240 -2.0820 -0.4731 0.429
H 6.5449 -2.8061 -0.3822 0.383
H 6.9213 -1.1329 0.2845 0.162
H 8.2532 -1.5244 -3.1966 0.436
H 6.6619 -1.7207 -3.8747 0.373
H 7.2374 -3.9601 -3.8136 0.460
H 6.6983 -3.9393 -2.1980 0.282
H 8.9166 -4.6846 -2.3868 0.316
C -3.5815 1.8895 4.9053 -1.429
N -4.3525 3.1922 4.8203 0.156
C -3.7469 4.1918 5.7760 -1.025
C -4.1771 3.7459 3.4379 -0.972
C -5.8137 2.8847 5.1677 -0.340
C -6.0278 2.4352 6.6106 -0.560
O -7.3541 2.8256 6.9626 -0.514
H -3.8703 1.3840 5.8254 0.428
H -2.5419 2.1864 5.0197 0.596
H -3.8567 1.2716 4.0564 0.488
H -3.5782 3.6487 6.7024 0.500
H -4.4795 4.9782 5.9428 0.387
H -2.8141 4.6104 5.4106 0.353
H -4.4827 2.9583 2.7417 0.336
H -3.1344 3.8946 3.1585 0.441
H -4.8007 4.6166 3.2611 0.352
H -6.0651 2.0877 4.4711 0.281
H -6.3769 3.7904 4.9535 0.479
H -5.3705 2.8729 7.3635 0.363
H -5.9685 1.3461 6.7029 0.334
H -7.3609 2.9462 7.9192 0.351
Br 4.0293 2.5019 -1.0321 -0.728
Br -2.3226 4.6985 -0.5694 -0.746
Br 3.6256 -2.9330 1.3961 -0.772
```

## Properties
electronic energy	-284304.33024	eV
LUMO	-9.62	eV
total charge	+5
largest force on an atom	2.5	eV Å⁻¹

---

[2]
Computed, not measured: a structure of composition C3H4LiNaO3 at a distorted geometry, with the ωB97M-V functional and the def2-TZVPD basis.

Structure (XYZ):
```
12
Properties=species:S:1:pos:R:3:mulliken_charge:R:1
O -1.2303 -0.0032 0.2029 -1.054
C -0.5589 1.1138 -0.2703 0.116
C 0.6375 1.4971 0.5390 -1.087
O 2.8432 0.3656 -0.3114 -0.263
C 2.4750 -0.7391 -0.1154 0.668
O 1.6839 -1.4795 0.3402 -0.440
Na -3.3036 0.3496 0.5790 1.006
Li -0.3126 -1.4607 0.6321 0.899
H -1.1715 2.0468 -0.3540 0.244
H -0.2591 0.9670 -1.3322 0.206
H 0.6678 1.1532 1.5783 0.360
H 1.1072 2.4654 0.3446 0.344
```

## Properties
electronic energy	-13933.67730	eV
multiplicity	2
energy above the lowest of the compared OMol25 structures with the same formula, charge and spin	23.97	kcal/mol
LUMO (alpha / beta)	-4.15 / -4.17	eV
⟨S²⟩	0.754
total charge	+1
largest force on an atom	5.0	eV Å⁻¹

---

[3]
Computed, not measured: an isolated molecule of C7H6 at a distorted geometry, with the ωB97M-V functional and the def2-TZVPD basis.

Structure (XYZ):
```
13
Properties=species:S:1:pos:R:3:mulliken_charge:R:1
C -0.7792 0.6915 -2.6570 0.071
C -0.7155 0.2484 -1.5078 -0.656
C -0.4356 -0.6292 -0.3213 0.274
C -0.9147 0.0015 0.9825 -0.494
C 0.0765 0.3887 1.8167 -0.270
C 1.3761 -0.0352 1.1435 -0.213
C 1.1089 -0.7082 -0.0702 -0.670
H -1.1186 1.1130 -3.7408 0.330
H -0.8371 -1.6689 -0.4142 0.334
H -1.9811 0.2817 1.1305 0.317
H 0.0388 1.1803 2.7079 0.271
H 2.3371 0.3082 1.6394 0.324
H 1.8444 -1.1717 -0.7091 0.383
```

## Properties
electronic energy	-7351.88755	eV
energy above the lowest of the compared OMol25 structures with the same formula, charge and spin	37.16	kcal/mol
LUMO	0.94	eV
structure (SMILES)	C#CC1C=CC=C1
total charge	0
largest force on an atom	4.0	eV Å⁻¹

---

[4]
Computed, not measured: a structure of composition C24H28CaN5OS4, with the ωB97M-V functional and the def2-TZVPD basis.

Structure (XYZ):
```
63
Properties=species:S:1:pos:R:3:mulliken_charge:R:1
Ca 1.5279 0.1411 0.3063 0.926
S 2.7928 -0.6886 2.5091 -0.496
C 2.2702 0.4852 3.7318 -0.050
C 3.0777 0.6441 4.8738 -0.617
C 2.7575 1.5181 5.9004 -0.458
C 1.5957 2.2771 5.8088 -0.544
C 0.7855 2.1399 4.6916 -0.573
C 1.0888 1.2564 3.6413 0.457
S -0.0384 1.2017 2.2670 -0.539
H 3.9835 0.0512 4.9318 0.349
H 3.4088 1.6059 6.7638 0.328
H 1.3227 2.9706 6.5971 0.318
H -0.1203 2.7299 4.6034 0.325
N -0.5412 -2.1263 2.7280 -0.204
C -0.8470 -3.2190 1.9872 0.182
C -1.1248 -4.4422 2.5774 -0.768
C -1.5167 -5.5584 1.8194 -0.564
C -1.6539 -5.4828 0.4618 -0.949
C -1.3713 -4.2557 -0.1844 1.303
C -1.4993 -4.1021 -1.5851 -0.864
C -1.2252 -2.9069 -2.1704 -1.227
C -0.7844 -1.8431 -1.3586 -0.350
N -0.6298 -1.9396 -0.0576 0.501
C -0.9491 -3.1260 0.5530 0.166
H -0.2699 -2.2541 3.6827 0.220
H -0.2592 -1.2491 2.3168 0.036
H -1.0507 -4.5230 3.6576 0.344
H -1.7247 -6.4905 2.3310 0.365
H -1.9596 -6.3402 -0.1288 0.353
H -1.8086 -4.9566 -2.1789 0.364
H -1.2985 -2.7655 -3.2414 0.484
H -0.5258 -0.8928 -1.8162 0.687
C -3.9665 2.0481 -1.1946 -0.778
C -3.3618 0.7705 -0.6535 -0.647
N -1.9496 0.9988 -0.4475 0.299
C -1.1438 1.6451 -1.3330 -0.146
N 0.1589 1.5625 -1.2189 0.042
C 0.9767 2.3233 -2.1675 -0.084
C 0.3253 2.4242 -3.5287 -0.757
C -1.0301 3.0606 -3.3446 -0.769
N -1.7886 2.3731 -2.3072 0.241
C -3.2390 2.4025 -2.4720 -0.726
H -3.8374 2.8410 -0.4556 0.324
H -5.0310 1.9276 -1.4016 0.375
H -3.5461 -0.0559 -1.3516 0.234
H -3.7981 0.4964 0.3047 0.433
H -1.4855 0.4542 0.2638 -0.064
H 1.9406 1.8208 -2.2643 -0.313
H 1.1756 3.3310 -1.7814 0.349
H 0.2140 1.4184 -3.9426 0.280
H 0.9296 3.0145 -4.2200 0.388
H -1.6088 3.0176 -4.2678 0.472
H -0.9121 4.1166 -3.0825 0.269
H -3.5382 1.7094 -3.2665 0.328
H -3.5175 3.4044 -2.8020 0.431
C 4.8549 1.5887 -2.1362 -0.903
O 3.8518 0.6242 -1.8004 -0.241
C 3.6669 -0.4901 -2.5823 0.248
S 4.5410 -0.7376 -3.9778 -0.362
S 2.3995 -1.4549 -1.9743 -0.359
H 4.7051 2.4098 -1.4387 0.242
H 4.7503 1.9282 -3.1624 0.364
H 5.8508 1.1682 -2.0130 0.326
```

## Properties
electronic energy	-96627.04957	eV
energy above the lowest of the compared OMol25 structures with the same formula, charge and spin	16.00	kcal/mol
LUMO	2.26	eV
total charge	-1
largest force on an atom	0.6	eV Å⁻¹

---

Among the records above, which one has the lowest largest force on an atom? C24H28CaN5OS4

---

Among the records above, which one has the lowest largest force on an atom? C24H28CaN5OS4

---

total charge of number 3 (C7H6)? 0